Formula: C25H28ClIN4NaO4
Source: the OMol25 dataset
Level of theory: the ωB97M-V functional and the def2-TZVPD basis

The geometry in XYZ format:
```
64
Properties=species:S:1:pos:R:3
Na -1.528 -0.109 -1.093
C -0.480 4.386 0.216
C 0.713 3.734 -0.411
N 1.808 4.426 -0.566
C 2.885 3.822 -1.131
C 2.899 2.512 -1.524
C 4.176 1.974 -2.113
O 4.043 1.555 -3.472
C 1.726 1.719 -1.366
C 1.811 0.315 -1.681
N 0.913 -0.605 -1.559
C 1.347 -1.924 -1.771
C 2.513 -2.415 -1.179
C 2.910 -3.730 -1.351
C 2.146 -4.597 -2.118
C 0.976 -4.135 -2.704
C 0.582 -2.819 -2.527
I -1.196 -2.153 -3.387
C 0.567 2.341 -0.817
O -0.555 1.784 -0.652
H -0.233 5.406 0.500
H -0.810 3.823 1.091
H -1.320 4.381 -0.481
H 3.769 4.439 -1.248
H 4.532 1.099 -1.563
H 4.948 2.744 -2.031
H 3.430 2.163 -3.898
H 2.785 -0.001 -2.062
H 3.093 -1.759 -0.541
H 3.814 -4.082 -0.868
H 2.444 -5.629 -2.249
H 0.359 -4.798 -3.296
Cl -8.578 -2.520 0.543
C -6.866 -2.168 0.404
C -5.966 -2.719 1.335
C -4.632 -2.454 1.239
C -4.072 -1.621 0.204
O -2.831 -1.408 0.158
C -5.029 -1.072 -0.726
C -4.672 -0.203 -1.820
O -3.565 0.188 -2.169
C -6.401 -1.366 -0.594
H -6.343 -3.351 2.130
H -3.937 -2.872 1.957
H -5.551 0.132 -2.412
H -7.097 -0.936 -1.307
C 1.202 -0.225 4.163
C 1.208 0.646 2.910
C 2.433 0.306 2.050
C 1.250 2.123 3.291
N -0.060 0.444 2.198
N -0.144 -0.850 1.594
H 2.130 -0.102 4.727
H 1.094 -1.272 3.881
H 0.360 0.049 4.800
H 3.356 0.469 2.612
H 2.459 0.934 1.156
H 2.398 -0.742 1.746
H 2.142 2.343 3.881
H 0.365 2.385 3.872
H 1.276 2.750 2.395
H -0.158 1.158 1.478
H -1.125 -1.084 1.485
H 0.286 -0.826 0.670
```

Computed properties:
E = -65573.3935 eV
Total charge = -1
HOMO level = -4.924 eV
Relative energy (zero: lowest compared OMol25 entry of this formula, charge and spin) = 0.000 eV
Largest force on an atom = 0.29 eV/Å
Molecular weight = 633.870 g mol⁻¹

Atom charges from the Mulliken analysis, given in e for atoms 1 to 6: 0.939 -1.235 0.806 -0.740 -0.940 1.010

Formula: C4H8FOP
Source: the OMol25 dataset
Level of theory: the ωB97M-V functional and the def2-TZVPD basis

The geometry in XYZ format:
```
15
Properties=species:S:1:pos:R:3
C -1.348 1.626 1.103
C -0.199 1.448 0.199
F 0.261 2.613 -0.342
C 0.352 0.298 -0.234
C 1.248 0.492 -1.447
O -0.004 -1.070 0.065
P 0.806 -2.810 -0.074
H -1.485 0.593 1.667
H -1.278 2.325 1.874
H -2.218 1.892 0.373
H 1.962 1.241 -1.138
H 1.889 -0.294 -1.737
H 0.702 0.920 -2.281
H 0.152 -2.986 1.228
H -0.444 -3.324 -0.472
```

Computed properties:
E = -18328.3810 eV
Total charge = 0
HOMO level = -8.158 eV
Relative energy (zero: lowest compared OMol25 entry of this formula, charge and spin) = 3.974 eV
Largest force on an atom = 4.39 eV/Å
Molecular weight = 122.079 g mol⁻¹

Atom charges from the Mulliken analysis, given in e for atoms 1 to 6: -0.959 0.325 -0.295 0.608 -1.209 -0.503

Formula: C4H8O
Source: the OMol25 dataset
Level of theory: the ωB97M-V functional and the def2-TZVPD basis

The geometry in XYZ format:
```
13
Properties=species:S:1:pos:R:3
C -0.345 1.067 -0.574
C -0.380 0.796 0.724
C -1.550 1.010 1.637
H 0.556 1.198 -1.160
H -1.263 1.277 -1.127
H 0.550 0.393 1.127
H -1.819 2.059 1.751
H -1.333 0.587 2.614
H -2.406 0.428 1.273
C 1.990 -2.217 -1.574
O 2.312 -1.263 -0.919
H 1.205 -2.916 -1.235
H 2.483 -2.420 -2.536
```

Computed properties:
E = -6323.2578 eV
Total charge = 0
HOMO level = -9.256 eV
Relative energy (zero: lowest compared OMol25 entry of this formula, charge and spin) = 1.910 eV
Largest force on an atom = 1.18 eV/Å
Molecular weight = 72.107 g mol⁻¹

Atom charges from the Mulliken analysis, given in e for atoms 1 to 6: -0.803 0.115 -0.987 0.292 0.231 0.312